Computed, not measured: a molecular structure, C41H59N7O2PRb, with ωB97M-V/def2-TZVPD.

Structure (XYZ):
```
111
Properties=species:S:1:pos:R:3:forces:R:3
Rb 0.725 -1.319 -0.683 0.126 0.427 -0.213
C -3.065 -2.092 -1.758 -0.054 0.026 0.068
C -2.522 -3.195 -2.659 0.045 -0.156 -0.047
N -1.179 -3.573 -2.215 -0.063 0.073 0.110
C -0.326 -4.137 -3.239 0.060 -0.057 0.000
C 0.056 -3.117 -4.291 -0.012 0.034 0.110
C 0.456 -3.527 -5.554 0.003 -0.003 -0.004
C 0.806 -2.561 -6.483 0.008 -0.019 -0.030
C 0.734 -1.228 -6.125 -0.007 0.012 0.019
C 0.328 -0.907 -4.834 -0.020 0.005 0.083
C 0.267 0.551 -4.412 0.059 0.028 0.012
N -0.012 0.768 -3.004 -0.149 0.031 0.151
C -1.386 1.172 -2.688 0.097 0.081 -0.043
C -2.403 0.047 -2.768 -0.120 -0.081 -0.068
N -2.178 -0.933 -1.718 -0.091 0.000 0.096
N 0.002 -1.832 -3.938 0.027 0.043 -0.083
H -3.179 -2.493 -0.744 0.046 0.000 0.001
H -4.065 -1.784 -2.072 0.020 -0.010 -0.071
H -2.438 -2.824 -3.683 -0.025 0.031 0.009
H -3.212 -4.050 -2.684 -0.011 0.012 -0.002
H -1.211 -4.184 -1.409 -0.036 0.022 0.012
H -0.765 -5.008 -3.751 -0.025 0.017 0.008
H 0.590 -4.490 -2.754 0.009 0.015 -0.013
H 0.485 -4.581 -5.797 0.006 0.003 -0.020
H 1.124 -2.845 -7.479 -0.001 -0.008 0.004
H 0.991 -0.444 -6.827 -0.002 0.003 0.000
H -0.468 1.066 -5.049 -0.012 -0.024 -0.003
H 1.234 1.002 -4.653 -0.007 -0.022 -0.021
H 0.620 1.464 -2.636 -0.014 0.013 -0.010
H -1.717 1.989 -3.348 -0.023 -0.017 -0.011
H -1.382 1.550 -1.664 -0.016 -0.010 0.003
H -2.404 -0.397 -3.777 0.063 0.015 0.000
H -3.395 0.488 -2.627 0.013 -0.001 0.033
H -1.250 -1.313 -1.853 -0.245 0.036 -0.400
O 2.970 -3.900 2.663 0.076 -0.013 -0.013
C 2.213 -3.434 1.827 -0.189 0.050 0.161
N 2.439 -3.091 0.531 0.062 -0.156 0.074
C 3.645 -3.412 -0.020 -0.005 -0.033 -0.120
O 4.592 -4.015 0.459 0.019 -0.035 0.046
C 3.821 -3.008 -1.503 -0.186 0.006 0.175
C 4.735 -3.738 -2.260 0.022 -0.023 0.059
C 4.920 -3.417 -3.590 0.037 -0.017 -0.064
C 4.210 -2.354 -4.133 -0.038 0.034 0.035
C 3.338 -1.672 -3.304 0.054 -0.042 0.018
N 3.132 -1.992 -2.027 0.068 -0.052 0.090
C 0.774 -3.147 2.360 0.183 0.030 -0.208
C 0.553 -3.330 3.724 0.043 -0.011 0.006
C -0.691 -3.040 4.252 -0.026 -0.004 0.054
C -1.693 -2.576 3.410 -0.031 0.019 -0.053
C -1.394 -2.433 2.067 0.112 -0.035 0.066
N -0.195 -2.713 1.552 0.005 -0.063 0.005
H 5.279 -4.534 -1.772 0.000 0.000 -0.014
H 5.615 -3.982 -4.199 0.001 0.001 0.005
H 4.324 -2.054 -5.166 0.020 -0.026 -0.008
H 2.768 -0.829 -3.681 0.009 0.001 -0.007
H 1.374 -3.693 4.325 -0.008 0.012 0.007
H -0.880 -3.169 5.310 0.002 -0.004 0.000
H -2.681 -2.328 3.776 0.007 -0.015 0.035
H -2.143 -2.065 1.370 0.020 -0.009 -0.010
C 1.144 5.722 0.531 0.019 0.041 0.066
C 1.862 4.550 -0.125 0.022 -0.027 -0.097
C 1.605 3.263 0.668 0.024 -0.107 0.066
C 0.179 3.208 1.269 0.017 0.234 0.072
C -0.760 4.036 0.384 -0.073 -0.070 -0.028
C -0.376 5.521 0.430 -0.037 0.050 -0.005
P -0.382 1.456 1.434 0.129 -0.235 -0.254
C 0.479 0.828 2.951 0.046 -0.031 0.151
C 1.874 0.275 2.610 0.053 0.018 -0.132
C 2.610 -0.107 3.886 -0.013 -0.079 0.064
C 2.937 1.143 4.720 0.055 -0.020 0.031
C 1.944 2.280 4.450 0.030 0.066 -0.027
C 0.536 1.750 4.197 -0.060 0.028 0.016
C -2.142 1.505 2.007 -0.140 -0.034 0.190
C -3.137 1.460 0.840 0.028 0.062 -0.079
C -4.527 1.040 1.335 -0.077 -0.039 -0.046
C -4.841 1.597 2.734 -0.017 -0.069 0.068
C -4.059 2.881 2.978 -0.016 0.074 -0.041
C -2.560 2.572 3.047 0.090 -0.019 0.032
H 1.435 6.673 0.082 -0.006 -0.015 -0.035
H 1.449 5.777 1.581 -0.007 -0.022 -0.004
H 2.936 4.725 -0.207 -0.004 0.029 0.047
H 1.497 4.441 -1.152 -0.007 0.001 0.011
H 2.340 3.183 1.471 -0.010 0.032 -0.003
H 1.773 2.391 0.026 -0.028 0.014 -0.029
H 0.199 3.680 2.259 0.001 -0.005 -0.016
H -1.802 3.922 0.683 0.030 0.019 0.051
H -0.706 3.656 -0.642 0.036 0.015 0.004
H -0.872 5.996 1.280 0.026 0.000 0.008
H -0.759 6.021 -0.464 0.007 -0.020 -0.012
H -0.123 -0.052 3.212 -0.039 0.025 -0.014
H 2.469 1.000 2.046 -0.010 0.034 0.039
H 1.769 -0.593 1.959 0.015 -0.063 -0.008
H 3.513 -0.676 3.661 0.011 0.026 -0.025
H 1.969 -0.786 4.457 -0.010 0.027 0.002
H 3.951 1.487 4.498 -0.011 0.007 -0.025
H 2.932 0.888 5.783 -0.034 0.001 -0.003
H 2.267 2.853 3.576 -0.003 -0.018 0.004
H 1.940 2.988 5.282 -0.019 -0.021 0.016
H -0.162 2.584 4.107 0.054 -0.007 -0.023
H 0.204 1.189 5.077 0.040 -0.032 -0.005
H -2.217 0.522 2.493 -0.011 0.019 -0.021
H -2.788 0.765 0.075 0.026 -0.035 0.011
H -3.193 2.444 0.362 -0.030 -0.040 0.028
H -4.594 -0.052 1.344 0.018 0.005 0.031
H -5.283 1.380 0.622 0.018 0.023 -0.001
H -4.559 0.869 3.502 0.025 0.005 -0.016
H -5.915 1.752 2.853 0.003 0.040 -0.032
H -4.377 3.376 3.898 -0.004 -0.030 0.016
H -4.262 3.587 2.166 -0.002 -0.010 0.002
H -2.320 2.203 4.048 -0.030 -0.014 -0.018
H -1.984 3.492 2.924 -0.031 0.033 -0.051
```
Forces are in eV/Å.

Calculated values
- Frontier orbital gap: 7.85 eV
- Strongest force on any atom: 0.49 eV/A
- Energy above the lowest of the compared OMol25 structures with the same formula, charge and spin: 27.4 kJ/mol
- LUMO: 0.06 eV
- Net charge: 0
- Calculated total energy: -2496.99845 a.u.
- 2S+1: 1

***

Computed, not measured: a molecular structure, C41H59N7O2PRb, with ωB97M-V/def2-TZVPD.

Structure (XYZ):
```
111
Properties=species:S:1:pos:R:3:forces:R:3
Rb -0.360 -1.242 -1.301 -0.038 -0.024 -0.080
C 3.464 -0.838 -0.484 0.006 -0.011 0.004
C 3.134 -0.193 -1.829 -0.004 0.018 -0.022
N 2.230 -0.972 -2.651 -0.057 0.010 0.036
C 2.734 -2.188 -3.244 -0.009 -0.031 -0.015
C 2.781 -3.355 -2.272 0.014 0.026 -0.017
C 3.861 -4.233 -2.275 -0.030 0.012 -0.004
C 3.884 -5.267 -1.356 -0.005 -0.009 0.011
C 2.850 -5.370 -0.439 0.012 -0.018 0.010
C 1.809 -4.453 -0.507 -0.049 0.058 -0.024
C 0.669 -4.503 0.491 0.010 -0.035 -0.026
N 0.274 -3.190 0.979 -0.015 0.030 0.030
C 1.165 -2.584 1.965 -0.014 0.005 -0.006
C 2.475 -2.042 1.396 0.008 -0.023 -0.030
N 2.279 -1.095 0.316 0.030 0.017 0.026
N 1.760 -3.493 -1.428 0.049 -0.006 -0.015
H 4.203 -0.197 0.024 -0.006 0.003 0.005
H 3.964 -1.795 -0.650 -0.004 0.005 -0.006
H 4.089 0.023 -2.338 0.008 -0.011 0.006
H 2.644 0.767 -1.646 -0.006 -0.001 0.009
H 1.743 -0.391 -3.319 -0.012 0.021 -0.017
H 3.738 -2.072 -3.683 0.004 0.018 0.009
H 2.058 -2.458 -4.060 -0.001 -0.005 0.003
H 4.672 -4.089 -2.977 0.003 -0.007 0.003
H 4.711 -5.966 -1.333 0.000 -0.001 0.002
H 2.853 -6.134 0.327 0.006 -0.004 -0.003
H 0.953 -5.186 1.306 0.003 0.004 0.001
H -0.199 -4.944 -0.008 0.003 -0.002 0.003
H -0.655 -3.253 1.376 0.006 -0.025 0.018
H 1.422 -3.287 2.774 0.006 -0.001 0.005
H 0.612 -1.760 2.423 0.003 0.006 0.006
H 3.072 -2.870 1.005 -0.001 0.005 0.004
H 3.053 -1.631 2.241 -0.007 0.001 0.009
H 1.879 -0.228 0.660 -0.002 0.011 0.002
O -3.738 -1.086 -4.437 -0.016 0.008 0.015
C -2.535 -1.203 -4.254 0.020 -0.055 -0.107
N -1.646 -0.244 -3.903 0.033 0.035 0.139
C -1.955 0.694 -3.015 -0.025 0.092 0.008
O -2.767 0.657 -2.078 0.046 -0.051 0.009
C -1.069 1.920 -3.087 0.083 -0.030 -0.009
C -1.623 3.153 -3.420 0.000 0.006 0.005
C -0.802 4.262 -3.479 -0.038 0.008 0.007
C 0.545 4.112 -3.179 0.036 -0.014 0.022
C 0.999 2.852 -2.830 -0.009 0.023 0.008
N 0.224 1.767 -2.785 0.024 -0.015 -0.067
C -1.909 -2.554 -4.570 0.004 0.027 0.073
C -2.467 -3.330 -5.580 -0.017 0.026 0.000
C -1.917 -4.567 -5.855 0.006 0.000 0.005
C -0.845 -5.003 -5.087 0.001 -0.014 -0.016
C -0.377 -4.174 -4.083 0.015 0.037 0.043
N -0.878 -2.963 -3.828 -0.034 -0.064 -0.058
H -2.682 3.216 -3.633 -0.001 -0.005 -0.004
H -1.204 5.230 -3.751 0.008 0.002 -0.001
H 1.231 4.948 -3.207 -0.013 0.009 -0.005
H 2.044 2.708 -2.575 0.001 -0.010 -0.003
H -3.322 -2.940 -6.113 0.001 -0.015 -0.010
H -2.317 -5.186 -6.647 0.000 -0.001 0.001
H -0.384 -5.967 -5.255 -0.002 -0.002 0.000
H 0.443 -4.489 -3.446 0.000 -0.009 -0.006
C -2.611 5.237 0.648 0.015 0.008 0.018
C -1.100 5.200 0.367 -0.005 0.011 -0.010
C -0.579 3.757 0.291 -0.033 0.008 -0.015
C -1.356 2.863 1.264 -0.007 0.050 -0.029
C -2.794 2.719 0.717 0.033 0.018 0.001
C -3.279 4.012 0.036 0.009 -0.029 -0.009
P -0.570 1.202 1.424 -0.027 0.007 0.024
C 0.894 1.451 2.549 -0.018 -0.006 0.046
C 2.067 2.169 1.871 0.015 0.021 -0.009
C 3.375 1.825 2.598 -0.001 -0.023 0.011
C 3.156 1.707 4.118 0.012 0.001 -0.021
C 1.986 2.584 4.553 -0.008 0.010 0.005
C 0.671 2.067 3.943 0.021 -0.013 -0.004
C -1.724 0.244 2.538 -0.009 0.017 -0.006
C -2.427 0.987 3.704 0.041 -0.013 -0.055
C -3.815 0.409 3.999 -0.025 -0.022 0.027
C -3.763 -1.116 3.975 -0.003 0.015 0.005
C -3.408 -1.630 2.564 0.001 -0.032 0.006
C -2.758 -0.538 1.713 -0.010 0.071 -0.025
H -3.046 6.161 0.262 -0.002 -0.005 -0.010
H -2.792 5.242 1.728 -0.005 0.001 -0.003
H -0.562 5.754 1.142 -0.005 -0.009 0.006
H -0.888 5.703 -0.580 0.008 0.000 -0.001
H 0.496 3.737 0.467 -0.013 0.012 0.006
H -0.730 3.360 -0.715 0.026 -0.028 -0.007
H -1.380 3.357 2.243 -0.002 -0.008 -0.013
H -3.472 2.455 1.532 -0.014 -0.010 0.013
H -2.826 1.910 -0.020 -0.021 -0.013 0.018
H -4.366 4.079 0.101 0.000 0.001 0.013
H -3.038 3.969 -1.030 -0.009 0.009 -0.007
H 1.222 0.412 2.706 0.012 -0.018 -0.002
H 1.894 3.247 1.919 0.011 -0.016 -0.005
H 2.139 1.926 0.806 -0.007 -0.014 0.001
H 4.125 2.590 2.384 -0.008 0.011 0.000
H 3.774 0.883 2.209 -0.006 0.002 -0.006
H 4.068 1.973 4.654 0.000 0.008 -0.002
H 2.936 0.668 4.385 -0.005 -0.003 0.006
H 2.171 3.613 4.231 0.006 -0.001 0.000
H 1.905 2.616 5.641 -0.010 -0.010 -0.002
H -0.057 2.881 3.893 0.001 0.006 0.000
H 0.245 1.307 4.601 0.010 0.012 0.006
H -1.053 -0.508 2.979 -0.003 0.003 0.004
H -2.507 2.056 3.502 -0.021 -0.008 -0.010
H -1.820 0.895 4.606 -0.011 0.001 -0.004
H -4.542 0.764 3.264 -0.003 0.005 -0.010
H -4.160 0.770 4.971 0.003 -0.012 0.002
H -4.709 -1.543 4.310 -0.001 -0.001 -0.006
H -3.007 -1.445 4.695 0.003 0.003 0.000
H -4.300 -2.001 2.055 -0.010 0.015 0.005
H -2.725 -2.483 2.648 -0.008 0.000 0.000
H -3.519 0.145 1.336 -0.010 -0.003 0.010
H -2.309 -0.968 0.816 0.056 -0.055 0.053
```
Forces are in eV/Å.

Calculated values
- Frontier orbital gap: 8.09 eV
- Strongest force on any atom: 0.15 eV/A
- Energy above the lowest of the compared OMol25 structures with the same formula, charge and spin: 2.6 kJ/mol
- LUMO: 0.12 eV
- Net charge: 0
- Calculated total energy: -2497.00787 a.u.
- 2S+1: 1